A molecular structure, C13H32Li2N3O5 in a non-equilibrium geometry, computed with the ωB97M-V functional and the def2-TZVPD basis.

Output
Energy (eV): -29110.9967
Spin multiplicity: 1
Largest force on an atom (eV/Å): 3.31
Net charge: +1
Highest occupied orbital energy (eV): -9.62

Last column: Löwdin charge in e.
CARTESIAN COORDINATES (ANGSTROEM)
Li1 6.08065 -4.60576 -0.30633  0.777
Li2 5.26712 -1.41475 -0.46083  0.857
C1 7.30564 -2.25831 1.07786  -0.313
O1 6.12476 -2.88599 0.66451  -0.565
H1 7.89899 -1.99821 0.20128  0.066
H2 7.13871 -1.32159 1.60965  0.066
H3 7.92657 -2.87940 1.72346  0.053
C2 2.20089 -4.71852 2.97253  -0.195
C3 3.13822 -3.43678 2.99666  -0.223
O2 4.51078 -3.58980 3.29939  -0.082
O3 2.55714 -5.54256 1.87160  -0.085
H4 1.16515 -4.38996 2.88648  0.120
H5 2.47497 -5.33273 3.83028  0.119
H6 2.71015 -2.67376 3.64678  0.113
H7 3.28001 -3.06709 1.98111  0.098
H8 4.96515 -3.15189 2.57594  0.024
H9 1.84293 -5.76419 1.26962  0.082
C4 7.42854 -6.53294 1.57866  -0.714
O4 6.61854 -6.51167 0.64381  -0.036
N1 8.01801 -7.66252 2.00587  0.172
N2 7.78981 -5.52707 2.30311  0.190
H10 8.76540 -7.63765 2.68475  0.114
H11 7.79672 -8.54931 1.57606  0.125
H12 8.43775 -5.78955 3.03207  0.126
H13 7.11270 -4.77983 2.36014  0.102
C5 9.61579 1.73646 7.41755  -0.029
C6 10.79922 0.75591 7.18497  -0.488
C7 10.55668 -0.50342 8.05576  -0.129
C8 9.62791 -1.46850 7.36904  -0.214
C9 9.97506 -1.85791 5.99791  -0.171
C10 10.06443 -0.59395 5.04955  -0.439
N3 10.89608 0.43349 5.72937  -0.089
O5 11.27065 1.56493 4.93560  0.002
C11 10.69005 -1.23524 3.77098  -0.050
C12 8.58757 -0.28014 4.72101  -0.040
C13 12.12645 1.44999 7.67317  -0.024
H14 9.68592 2.53390 6.67776  0.079
H15 9.67151 2.07588 8.45186  0.088
H16 8.69201 1.16574 7.51252  0.072
H17 11.56862 -0.88662 8.18712  0.123
H18 10.13691 -0.06956 8.96331  0.122
H19 8.63253 -1.02504 7.39478  0.113
H20 9.61788 -2.36204 7.99321  0.120
H21 9.16330 -2.55596 5.79320  0.111
H22 10.82418 -2.52935 5.87039  0.118
H23 10.71362 -0.59606 2.88837  0.075
H24 11.69372 -1.61517 3.96174  0.081
H25 10.26423 -2.16576 3.39559  0.067
H26 8.59042 0.26788 3.77880  0.067
H27 8.01335 -1.18444 4.51948  0.076
H28 8.10291 0.43241 5.38846  0.071
H29 13.01491 0.95522 7.28085  0.088
H30 12.15742 1.43047 8.76256  0.082
H31 12.15163 2.51188 7.42848  0.076
H32 10.77953 2.22201 5.43426  0.052